One molecule with the formula C21H22FNO4 at a distorted geometry, computed with ωB97M-V with the def2-TZVPD basis set.

Properties
- SMILES: CCN(Cc1ccc(OC)c(F)c1)C(=O)c1oc2ccccc2c1COC
- Total energy: -34530.913 eV
- Charge: 0
- Max |F|: 1.1 eV/Å
- 2S+1: 1
- Relative energy (zero: lowest compared OMol25 entry of this formula, charge and spin): 15.8 kcal/mol
- Gap between HOMO and LUMO: 9.15 eV

Last column: Löwdin charge in e.
Atoms and positions in Å:
F  1.566  -1.003  3.736  0.09
O  4.099  -1.736  3.395  -0.06
O  -1.967  0.675  -2.480  0.13
O  -1.847  0.281  1.787  -0.20
O  -1.528  2.855  -0.270  0.08
N  0.373  1.652  -0.471  -0.04
C  -3.110  -1.041  -1.544  -0.11
C  1.345  -0.304  1.506  0.06
C  5.440  -2.128  3.240  -0.08
C  -3.297  -0.759  -3.967  0.01
C  3.218  -0.499  0.033  -0.04
C  1.900  -0.129  0.241  -0.21
C  -4.450  -2.545  -2.805  -0.09
C  1.179  2.758  0.011  -0.18
C  1.071  0.453  -0.877  -0.09
C  -1.744  0.673  -1.134  -0.12
C  -3.951  -2.151  -1.582  -0.02
C  -2.796  -0.362  -2.737  -0.20
C  2.112  -0.838  2.515  -0.18
C  -4.129  -1.861  -3.978  -0.09
C  -2.412  -0.335  -0.508  -0.07
C  3.447  -1.222  2.322  -0.21
C  -2.387  -0.706  0.943  -0.15
C  -0.958  1.826  -0.579  -0.39
C  1.809  3.549  -1.132  -0.06
C  -2.755  1.301  2.141  -0.08
C  3.984  -1.042  1.054  -0.01
H  2.500  2.933  -1.702  0.07
H  3.667  -0.369  -0.941  0.11
H  0.324  -0.019  1.710  0.11
H  -3.405  -0.974  1.264  0.13
H  2.355  4.398  -0.732  0.07
H  1.952  2.360  0.674  0.12
H  5.006  -1.318  0.850  0.10
H  -1.748  -1.590  1.074  0.14
H  -3.045  -0.223  -4.867  0.12
H  -4.542  -2.201  -4.916  0.10
H  -5.106  -3.401  -2.862  0.10
H  0.514  3.408  0.583  0.12
H  -4.202  -2.684  -0.678  0.11
H  -3.642  0.879  2.629  0.09
H  1.719  0.677  -1.733  0.13
H  -2.226  1.945  2.841  0.10
H  0.330  -0.284  -1.200  0.14
H  1.033  3.917  -1.798  0.08
H  5.543  -2.926  2.498  0.10
H  -3.063  1.891  1.273  0.08
H  5.750  -2.500  4.215  0.09
H  6.076  -1.282  2.957  0.10



C21H22N3OS2V as an isolated structure, computed with ωB97M-V with the def2-TZVPD basis set.

Properties
- Total energy: -76004.779 eV
- Charge: +1
- Max |F|: 0.6 eV/Å
- 2S+1: 4
- Relative energy (zero: lowest compared OMol25 entry of this formula, charge and spin): 0.0 kcal/mol
- ⟨S²⟩: 3.76
- Gap between HOMO and LUMO (alpha / beta): 7.54 / 8.12 eV

Last column: Löwdin charge in e.
Atoms and positions in Å:
V  -0.901  0.994  -0.252  0.84
S  -2.446  -1.382  -1.437  1.01
S  2.521  -1.922  -0.573  1.04
O  -2.550  -0.200  -0.439  -0.61
N  -0.024  0.295  1.574  0.00
N  1.387  3.083  0.007  0.06
N  0.153  2.847  -0.490  -0.04
C  0.533  -0.293  -1.058  -0.27
C  0.963  -0.607  1.362  -0.29
C  1.248  -0.887  3.727  -0.04
C  -0.095  -4.495  -0.487  -0.07
C  0.219  0.028  3.937  -0.05
C  -0.114  3.880  -1.286  -0.33
C  -1.752  -2.703  0.864  -0.07
C  3.271  4.695  -0.065  0.00
C  -1.393  3.937  -2.050  -0.02
C  0.956  4.781  -1.287  0.03
C  1.256  -0.872  -0.034  -0.55
C  -4.095  -2.068  -1.437  -0.21
C  -0.379  0.591  2.831  -0.11
C  -1.598  -2.642  -0.514  -0.41
C  -1.060  -3.676  1.566  -0.06
C  1.909  4.234  -0.448  -0.27
C  2.109  -1.604  -2.197  -0.41
C  -0.777  -3.521  -1.202  -0.08
C  -0.235  -4.568  0.891  -0.06
C  1.624  -1.204  2.439  -0.02
C  1.061  -0.736  -2.310  -0.21
H  -0.104  0.302  4.930  0.11
H  -1.315  3.381  -2.987  0.09
H  1.028  5.710  -1.825  0.12
H  -4.763  -1.348  -1.905  0.06
H  3.569  4.292  0.902  0.08
H  -1.179  1.315  2.941  0.12
H  2.678  -2.070  -2.988  0.07
H  -0.649  -3.431  -2.274  0.12
H  4.006  4.381  -0.807  0.09
H  -2.226  3.527  -1.474  0.08
H  3.297  5.781  -0.003  0.09
H  0.679  -0.423  -3.274  0.10
H  -1.162  -3.738  2.641  0.11
H  0.306  -5.324  1.445  0.11
H  0.557  -5.184  -1.005  0.12
H  1.819  2.396  0.604  0.16
H  -4.403  -2.281  -0.415  0.07
H  2.415  -1.915  2.246  0.11
H  -4.055  -2.984  -2.027  0.07
H  1.750  -1.346  4.569  0.12
H  -1.651  4.964  -2.300  0.09
H  -2.385  -1.989  1.374  0.12



One molecule with the formula C21H22NO3P at a distorted geometry, computed with ωB97M-V with the def2-TZVPD basis set.

Properties
- SMILES: O=P(c1ccccc1)(c1ccccc1)[C@H](c1ccco1)N1CCOCC1
- Total energy: -39055.347 eV
- Charge: 0
- Max |F|: 1.3 eV/Å
- 2S+1: 1
- Relative energy (zero: lowest compared OMol25 entry of this formula, charge and spin): 0.0 kcal/mol
- Gap between HOMO and LUMO: 9.34 eV

Last column: Löwdin charge in e.
Atoms and positions in Å:
P  0.133  -1.019  1.209  0.79
O  0.238  3.607  -1.799  -0.13
O  -2.794  1.194  2.197  0.06
O  -0.206  -1.688  2.469  -0.30
N  -0.293  1.413  -0.077  -0.15
C  -4.275  -0.222  1.340  -0.05
C  1.272  2.958  -1.099  -0.19
C  -0.395  -1.392  -1.549  -0.10
C  -3.018  -0.468  0.738  -0.02
C  0.766  2.364  0.215  -0.16
C  -0.911  -4.099  -1.187  -0.07
C  2.591  -0.580  -0.162  -0.08
C  -0.732  -2.187  -2.630  -0.07
C  -0.318  -1.956  -0.281  -0.28
C  -0.985  -3.538  -2.451  -0.08
C  2.614  -0.535  2.242  -0.08
C  3.970  -0.264  2.229  -0.08
C  -0.578  -3.308  -0.102  -0.07
C  3.947  -0.308  -0.172  -0.08
C  1.920  -0.685  1.048  -0.27
C  -0.688  0.660  1.114  -0.25
C  -0.820  2.715  -2.053  -0.19
C  -4.076  0.796  2.219  -0.11
C  -2.145  0.423  1.296  -0.30
C  4.636  -0.145  1.020  -0.08
C  -1.374  2.107  -0.762  -0.15
H  -0.354  1.179  2.031  0.15
H  -1.114  -5.151  -1.048  0.10
H  -0.473  1.906  -2.714  0.12
H  -2.797  -1.203  -0.008  0.11
H  2.074  -0.647  3.172  0.11
H  -0.525  -3.716  0.898  0.11
H  -1.592  3.292  -2.564  0.13
H  -5.192  -0.740  1.145  0.10
H  -0.216  -0.335  -1.669  0.08
H  2.056  -0.715  -1.089  0.10
H  -1.802  2.910  -0.139  0.14
H  1.586  1.851  0.721  0.11
H  2.039  3.711  -0.911  0.13
H  4.472  -0.227  -1.113  0.10
H  1.697  2.151  -1.716  0.12
H  0.401  3.180  0.864  0.14
H  5.695  0.066  1.005  0.10
H  -2.162  1.394  -1.011  0.12
H  4.508  -0.147  3.158  0.10
H  -1.246  -4.153  -3.300  0.10
H  -4.736  1.303  2.894  0.12
H  -0.800  -1.752  -3.617  0.10



C21H23Br4N8O2SZn as an isolated structure, computed with ωB97M-V with the def2-TZVPD basis set.

Properties
- Total energy: -377592.829 eV
- Charge: -1
- Max |F|: 0.4 eV/Å
- 2S+1: 1
- Relative energy (zero: lowest compared OMol25 entry of this formula, charge and spin): 5.6 kcal/mol
- Gap between HOMO and LUMO: 6.19 eV

Last column: Löwdin charge in e.
Atoms and positions in Å:
Br  -0.753  1.933  -4.233  0.71
Br  -2.006  6.833  -1.516  0.65
Br  -1.931  5.067  -4.330  0.64
Br  -0.971  5.394  1.328  0.70
Zn  0.533  0.652  0.456  0.51
S  2.800  1.118  1.504  0.58
O  0.093  1.174  -1.452  -0.23
O  -0.051  2.574  0.831  -0.18
N  1.721  -2.488  -0.324  0.01
N  1.938  -3.157  -1.398  0.05
N  0.200  0.127  2.468  -0.04
N  1.519  -1.183  -0.616  0.00
N  1.875  -2.279  -2.417  -0.11
N  0.840  0.830  3.405  0.01
N  -1.220  -0.786  0.447  0.09
N  2.419  2.408  3.780  -0.03
C  -2.960  -2.900  0.695  -0.07
C  -1.096  -1.000  4.213  -0.03
C  -0.032  -1.734  -4.908  -0.09
C  -0.239  -3.854  -3.567  -0.08
C  -0.733  -0.695  2.795  -0.26
C  1.922  1.464  2.946  -0.83
C  1.614  -1.069  -1.918  -0.12
C  -2.711  -2.347  -0.553  -0.07
C  -0.842  2.999  -2.660  -0.63
C  2.015  -2.707  -3.800  -0.11
C  -0.383  2.397  -1.496  -0.40
C  -2.333  -2.377  1.814  -0.02
C  1.654  2.992  4.870  -0.26
C  -0.450  3.146  -0.258  -0.43
C  -1.827  -1.282  -0.623  -0.12
C  -1.337  4.318  -2.693  -0.78
C  -1.452  -1.308  1.659  -0.20
C  0.667  -3.017  -4.470  -0.41
C  -1.376  5.046  -1.518  -0.77
C  -0.933  4.456  -0.321  -0.64
C  1.736  2.189  6.164  -0.10
H  -3.191  -2.726  -1.445  0.10
H  -3.641  -3.737  0.797  0.10
H  1.423  1.163  5.973  0.05
H  0.909  -3.611  -5.356  0.13
H  -0.624  -3.250  -2.742  0.06
H  2.526  -1.907  -4.333  0.13
H  3.181  2.931  3.387  0.10
H  -2.179  -1.076  4.339  0.07
H  2.050  3.996  5.031  0.11
H  -0.215  -1.072  -4.056  0.04
H  -0.648  -1.944  4.542  0.09
H  -0.712  -0.204  4.847  0.06
H  0.287  -4.708  -3.137  0.08
H  2.759  2.177  6.549  0.06
H  -2.513  -2.795  2.795  0.10
H  -1.594  -0.779  -1.560  0.11
H  0.562  -1.182  -5.641  0.08
H  1.453  -0.159  -2.483  0.12
H  -1.094  -4.224  -4.137  0.08
H  -1.002  -1.958  -5.358  0.08
H  2.655  -3.586  -3.793  0.12
H  0.616  3.092  4.552  0.11
H  1.082  2.623  6.925  0.06